[1]
Formula: C5H6O
Source: the OMol25 dataset
Level of theory: wB97M-V/def2-TZVPD

Geometry as XYZ:
```
12
C5H6O | the OMol25 dataset | wB97M-V/def2-TZVPD
O 1.74276 -0.94582 -0.52327
C 0.12871 1.72263 -0.11454
C 1.10133 -0.37852 0.66166
C -0.08433 0.38497 0.12916
C -1.39493 -0.10774 0.06775
C -2.38259 -0.72486 -0.07887
H 1.11926 2.24012 -0.15846
H 2.00669 -0.33445 -1.11173
H 0.78958 -1.24499 1.12418
H -0.66562 2.35691 -0.51416
H -3.31009 -1.07074 -0.39510
H 1.90896 0.24082 1.25046
```

As for the spin multiplicity: 1. Its net charge is 0. For the energy above the lowest of the compared OMol25 structures with the same formula, charge and spin, the calculation gives 3.295 eV. For the HOMO energy, the calculation gives -9.2 eV. The calculation puts the energy at -7325.990 eV. The value obtained for the strongest force on any atom is 5.43 eV/Å. The value obtained for the HOMO-LUMO gap is 9.85 eV.



[2]
Formula: H30KrO15
Source: the OMol25 dataset
Level of theory: wB97M-V/def2-TZVPD

Geometry as XYZ:
```
46
H30KrO15 | the OMol25 dataset | wB97M-V/def2-TZVPD
Kr 18.91008 4.09796 0.36704
O 20.74672 6.52339 2.07114
O 16.61715 2.97084 -1.96683
O 18.63507 5.84577 3.77999
O 15.76036 1.94747 2.21840
O 17.59472 0.67113 -0.86822
O 15.32445 4.10796 0.30697
O 20.86206 3.48315 -3.31333
O 21.48635 5.80504 -1.64287
O 16.34310 6.16972 2.22635
O 19.13516 6.69082 -2.66526
O 22.16032 4.40524 0.82600
O 16.60381 7.17023 -0.28828
O 16.61079 5.78163 -2.68694
O 20.40920 7.86546 -0.19175
O 17.73921 0.07592 2.09967
H 21.65949 3.84878 1.42245
H 15.80123 6.53722 2.92459
H 16.45836 6.42215 -0.86745
H 17.53871 6.01515 -2.71280
H 17.14267 -0.02789 -1.34069
H 16.25759 3.37946 -1.17944
H 15.94165 4.67356 0.77109
H 21.22096 5.79907 1.66289
H 22.23166 5.96686 -2.22129
H 18.47893 6.71489 4.14943
H 19.36098 5.97164 3.16889
H 14.86006 1.69561 2.42402
H 18.08653 0.36294 1.25513
H 17.13859 5.87508 2.66977
H 16.85507 0.44125 2.13222
H 19.03826 6.89439 -3.59553
H 19.90384 6.12199 -2.62286
H 15.90949 2.41512 -2.29335
H 20.93456 3.85006 -4.19445
H 20.48654 7.08272 1.33923
H 20.72065 7.24437 -0.85014
H 21.20876 4.16641 -2.73959
H 23.02182 3.99086 0.77765
H 21.88059 5.60099 -0.79484
H 17.34418 1.47247 -1.32789
H 15.67138 2.67450 1.60217
H 16.60530 4.83649 -2.53563
H 19.67038 8.30786 -0.60966
H 16.56789 6.80110 0.59415
H 14.56792 4.66857 0.13490
```

As for the spin multiplicity: 1. Its net charge is 0. For the energy above the lowest of the compared OMol25 structures with the same formula, charge and spin, the calculation gives 0.446 eV. For the HOMO energy, the calculation gives -9.8 eV. The calculation puts the energy at -106130.699 eV. The value obtained for the strongest force on any atom is 1.28 eV/Å. The value obtained for the HOMO-LUMO gap is 9.44 eV.



[3]
Formula: C31H36BrF6KN8O6S2Se
Source: the OMol25 dataset
Level of theory: wB97M-V/def2-TZVPD

Geometry as XYZ:
```
92
C31H36BrF6KN8O6S2Se | the OMol25 dataset | wB97M-V/def2-TZVPD
Br 3.76601 1.39175 -0.64298
Se 0.30526 -1.45209 -2.30049
K -0.20356 0.49248 1.18816
S -3.64317 0.30643 2.66384
S -2.23164 2.70655 3.26460
F -2.51144 -0.50464 4.92068
F -3.50374 3.85408 5.29984
F -4.06150 -1.80399 4.16457
F -2.55385 1.99437 5.82830
F -1.35229 3.75128 5.50405
F -4.60255 0.05328 5.13564
O -2.31421 4.01931 2.71179
O -2.50763 -0.34057 2.06729
O -0.96543 2.00633 3.25921
O -4.94468 0.05447 2.13179
O -1.93651 2.26348 0.45333
O -3.98216 3.14181 -0.60278
N 2.35925 1.75685 2.37374
N 2.54146 -1.92750 4.53579
N 1.56216 2.50912 4.50711
N 2.18900 0.32198 4.19830
N -3.50701 1.83538 3.00303
N 1.74952 -1.13167 2.42017
N 0.88821 2.22003 -1.27173
N -0.40683 2.45916 -1.32951
C -2.57402 -2.73492 -1.84847
C 2.83198 1.24452 -2.29054
C -1.44200 -3.72105 -1.83726
C 2.23095 -3.29223 4.16492
C -3.99119 5.30473 -1.56425
C -0.71959 -6.03546 -1.60487
C -1.03937 -7.49365 -1.39751
C 2.15065 -0.93868 3.60607
C 2.17911 1.53623 -5.33352
C 3.25091 -0.60454 -5.39738
C -1.14377 3.12457 -0.22662
C -2.44264 3.08384 5.06678
C -1.71753 -5.07173 -1.63658
C 1.98146 0.15256 -7.29335
C -1.92824 6.53222 -1.78350
C -1.91465 4.30170 -0.82901
C 3.49663 0.74350 -3.33875
C 1.42957 1.59594 -2.25802
C 2.95509 0.56645 -4.69684
C 2.76742 -0.81287 -6.67791
C 2.34429 -3.86860 -2.16024
C -3.70816 -0.51857 4.31739
C 2.02473 1.56679 3.57977
C 0.59076 -5.60390 -1.77873
C -1.25467 5.45635 -1.21821
C -3.30999 4.22322 -0.99002
C -3.30517 6.44108 -1.95756
C -0.11378 -3.28939 -2.02028
C 1.69269 1.32813 -6.61565
C 3.87341 -1.79524 5.10808
C 0.90590 -4.26531 -1.98188
H 1.08045 2.08860 -7.08506
H -2.41156 -1.94573 -1.11208
H 2.37756 -3.93069 5.03690
H 2.12976 2.69917 2.06816
H -2.09301 -7.62791 -1.14607
H 0.70237 2.19693 4.94408
H 3.83569 -1.37295 -4.90613
H -0.95329 2.02819 -2.07034
H -0.32446 3.55091 0.38860
H 1.39806 -6.33345 -1.75204
H 1.59018 -0.01387 -8.28952
H 1.19041 -3.36915 3.85436
H -3.52474 -3.23058 -1.63998
H -5.06549 5.22603 -1.67990
H 3.90413 -2.26863 6.09172
H 1.35391 3.38417 4.04476
H -3.85160 7.26858 -2.39803
H -0.17788 5.50278 -1.08092
H 4.50016 0.37125 -3.17381
H 1.81643 -2.10748 2.15358
H 2.87170 -3.67067 3.35558
H 3.00199 -4.73589 -2.05362
H -3.25876 2.58823 -0.07097
H 4.13648 -0.74628 5.21614
H 2.49874 -3.41166 -3.14107
H -0.44612 -7.92499 -0.58645
H 1.95997 2.46137 -4.81663
H -2.75158 -5.37589 -1.49249
H 0.82972 1.24590 -3.09787
H 2.62562 -3.09876 -1.43818
H 2.06244 0.32014 5.19605
H -0.83636 -8.08525 -2.29567
H 4.63198 -2.27200 4.47212
H -2.63268 -2.22543 -2.81296
H 2.98665 -1.74225 -7.18954
H -1.39032 7.42389 -2.08250
```

As for the spin multiplicity: 1. Its net charge is -2. For the energy above the lowest of the compared OMol25 structures with the same formula, charge and spin, the calculation gives 1.488 eV. For the HOMO energy, the calculation gives -1.5 eV. The calculation puts the energy at -246629.354 eV. The value obtained for the strongest force on any atom is 0.66 eV/Å. The value obtained for the HOMO-LUMO gap is 5.00 eV.



[4]
Formula: C29H66FNO9S
Source: the OMol25 dataset
Level of theory: wB97M-V/def2-TZVPD

Geometry as XYZ:
```
107
C29H66FNO9S | the OMol25 dataset | wB97M-V/def2-TZVPD
S -9.47038 -2.48907 1.02312
F -9.73266 -1.11084 1.65006
O 2.98670 1.06012 1.01705
O -10.42533 -3.42400 1.50950
O -5.50469 -3.79858 7.10481
O 4.33239 -2.14643 -1.72663
O -9.39546 -2.32227 -0.38510
O 6.44110 2.25990 -7.29866
O -1.35044 -0.54862 1.10619
O 4.87249 5.60636 -2.73096
O -2.68477 -1.71615 2.53093
N -7.95088 -2.80647 1.56683
C 2.84876 5.89896 -1.36615
C 0.77581 1.42088 -0.00642
C 4.36634 5.88278 -1.43865
C -4.09232 -3.89985 7.06051
C -5.94654 -6.16029 7.65956
C 6.09036 3.13761 -8.35132
C 4.39556 2.59438 -5.96883
C -7.38002 -0.48991 3.27568
C 3.68789 0.87706 -0.20045
C -4.98705 -1.14231 2.81812
C 4.78621 -4.51500 -2.21921
C -1.50107 -1.40205 1.95279
C 4.51513 6.50877 -3.75905
C -0.35789 -2.24985 2.38726
C -5.90413 -0.27810 3.68480
C 1.84878 1.90163 0.95525
C -7.98670 -1.75165 3.88515
C -6.22830 -4.96705 6.76357
C 3.83832 -3.47042 -1.65530
C -3.53968 -4.25180 5.68914
C -0.59164 -3.52958 2.69058
C 6.53311 4.57467 -8.13306
C -7.84300 -3.01632 3.03371
C 4.23248 2.16402 -0.79376
C 4.97003 7.93847 -3.52186
C 5.91300 2.57631 -6.02297
C -3.55705 -0.60637 2.76394
C 4.61760 -1.64945 -3.02090
C 3.41708 -1.61841 -3.95123
H 1.44307 1.91936 1.96794
H -7.69968 -3.66513 1.08962
H 3.02265 -2.61672 -4.14497
H 6.05646 5.02188 -7.25947
H -4.90543 -6.48012 7.60072
H -3.72062 -2.91911 7.35723
H 4.51685 0.20847 0.02932
H -6.87369 -3.47526 3.20445
H -0.09062 2.08207 0.03317
H 4.98057 -0.63176 -2.86941
H 3.97176 3.36201 -6.61810
H 6.05137 7.97578 -3.38341
H -5.66279 0.77971 3.63223
H 4.70439 8.56429 -4.37435
H 5.44366 -2.21043 -3.47236
H 0.62229 -1.80363 2.42818
H -6.15694 -5.91190 8.70042
H 3.67767 -3.66420 -0.59451
H -7.39197 -0.50235 2.19054
H 0.45783 0.41832 0.25242
H -2.44961 -4.26399 5.71563
H -3.86129 -3.51789 4.94708
H 3.43735 2.86448 -1.05375
H 0.15915 -4.30425 2.65374
H -3.28657 -0.10015 3.68998
H 4.74725 5.08712 -0.79905
H 4.36624 -5.51279 -2.08796
H 2.43941 4.94900 -1.71397
H 2.41705 6.68911 -1.98205
H -3.73746 -4.60898 7.81622
H -5.80760 -0.63434 4.71001
H 3.98898 1.63286 -6.28674
H 2.52358 6.06370 -0.33827
H 6.27533 5.18349 -9.00025
H 3.69585 -1.17951 -4.90988
H 6.58203 2.74037 -9.23950
H 4.96968 -4.36945 -3.28453
H -6.57073 -7.00530 7.36816
H 3.05940 0.34920 -0.92522
H 2.14783 2.93175 0.72307
H 4.79757 1.95148 -1.70251
H 6.28939 1.80466 -5.35112
H -8.57371 -3.76893 3.33042
H 2.85597 -3.53737 -2.13654
H 2.61216 -1.02436 -3.51506
H -5.34551 -1.17165 1.79326
H 4.89228 2.66333 -0.08183
H 6.32416 3.52668 -5.66489
H -3.87496 -5.23370 5.35151
H 4.78331 6.81966 -1.05221
H 4.50879 8.37274 -2.63395
H -9.04547 -1.59013 4.06542
H -1.59598 -3.83661 2.94175
H 3.43445 6.47024 -3.93907
H 5.01252 3.09066 -8.54494
H 4.05935 2.79767 -4.95105
H 7.61214 4.62189 -7.98062
H -7.95242 0.39168 3.55210
H -6.05761 -5.22122 5.71015
H -4.91260 -2.14904 3.22011
H 1.13230 1.40050 -1.03875
H 5.74910 -4.47144 -1.70855
H -7.48829 -1.95161 4.82991
H -3.50951 0.13058 1.96769
H 4.99231 6.12562 -4.66224
H -7.28159 -4.69815 6.85055
```

As for the spin multiplicity: 1. Its net charge is 0. For the HOMO energy, the calculation gives -9.3 eV. The calculation puts the energy at -64610.200 eV. The value obtained for the strongest force on any atom is 2.52 eV/Å. The value obtained for the HOMO-LUMO gap is 9.73 eV.